[1]
{
  "formula": "C20H26N2O5S",
  "method": "ωB97M-V/def2-TZVPD",
  "total_charge": 0,
  "smiles": "CC(=O)[C@@H](O)[C@H](O)c1cccs1.CNC(=O)[C@H](Cc1ccccc1)NC(C)=O",
  "relative_energy_kcal_mol": 45.1,
  "spin_multiplicity": 1,
  "homo_lumo_gap_ev": 9.478,
  "e_tot_ha": -1661.609810,
  "elements": ["C", "C", "O", "C", "O", "C", "O", "C", "C", "C", "C", "S", "H", "H", "H", "H", "H", "H", "H", "H", "H", "H", "C", "N", "C", "O", "C", "C", "C", "C", "C", "C", "C", "C", "N", "C", "C", "O", "H", "H", "H", "H", "H", "H", "H", "H", "H", "H", "H", "H", "H", "H", "H", "H"],
  "coordinates": [[2.16847, 2.26546, -2.82398], [3.02835, 1.78322, -3.98797], [4.23551, 1.66166, -3.80061], [2.47810, 1.53027, -5.40934], [3.21590, 0.45151, -6.03695], [0.96789, 1.20931, -5.41406], [0.80423, -0.06772, -4.80539], [0.35450, 1.14734, -6.79830], [-0.94619, 0.75610, -7.02730], [-1.31308, 0.78587, -8.43654], [-0.27599, 1.19411, -9.23525], [1.17221, 1.55623, -8.30790], [2.80134, 2.49896, -1.96316], [1.45479, 1.48899, -2.53408], [1.62296, 3.16876, -3.10744], [2.63820, 2.45181, -5.97651], [4.17187, 0.56142, -5.85925], [0.42211, 1.97014, -4.84710], [1.35117, -0.69207, -5.32038], [-1.62545, 0.44980, -6.23615], [-2.29594, 0.51299, -8.81096], [-0.33496, 1.28512, -10.31563], [-0.90436, -1.55295, 7.41086], [-1.16054, -2.81282, 6.71147], [-1.19347, -3.10805, 5.40360], [-1.35018, -4.28554, 5.10220], [-0.98783, -2.09760, 4.24616], [0.00980, -0.94969, 4.48480], [0.52977, -0.24107, 3.24273], [1.00103, -0.97223, 2.13187], [1.54341, -0.30456, 1.01974], [1.63742, 1.09699, 1.01897], [1.17762, 1.83138, 2.12482], [0.62313, 1.16451, 3.23184], [-2.22437, -1.62266, 3.60408], [-3.23510, -0.99080, 4.19944], [-4.41793, -0.65182, 3.32413], [-3.24726, -0.67359, 5.37877], [-1.09156, -1.68652, 8.47743], [0.13422, -1.24825, 7.27854], [-1.56580, -0.76521, 7.05258], [-1.34502, -3.61441, 7.29482], [-0.51298, -2.72777, 3.49771], [0.87742, -1.35140, 5.00950], [-0.46027, -0.20712, 5.12849], [0.97859, -2.05140, 2.13268], [1.90935, -0.86981, 0.17376], [2.07314, 1.60902, 0.17379], [1.25449, 2.90970, 2.12700], [0.28242, 1.73601, 4.08349], [-2.32847, -1.82155, 2.62353], [-4.09397, -0.00404, 2.51215], [-5.16372, -0.13622, 3.92757], [-4.84497, -1.56977, 2.92570]]
}



[2]
{
  "formula": "C16H23AsAuN2O5S2",
  "method": "ωB97M-V/def2-TZVPD",
  "total_charge": 0,
  "relative_energy_kcal_mol": 0.0,
  "spin_multiplicity": 4,
  "homo_lumo_gap_ev": [5.755, 6.284],
  "e_tot_ha": -4276.699274,
  "elements": ["Au", "O", "N", "C", "C", "C", "C", "C", "S", "H", "H", "H", "H", "C", "C", "C", "C", "C", "C", "C", "S", "C", "O", "H", "H", "H", "H", "H", "H", "H", "H", "H", "H", "O", "N", "O", "O", "C", "As", "C", "C", "H", "H", "H", "H", "H", "H", "H", "H", "H"],
  "coordinates": [[1.28460, -0.65490, -1.07488], [2.31155, 0.68001, 0.28534], [3.05727, 1.59375, -0.38372], [2.95177, 2.89748, -0.03346], [3.94445, 3.77666, -0.46658], [4.97497, 3.32005, -1.29153], [4.87089, 2.06842, -1.87653], [3.81284, 1.18753, -1.47144], [3.29217, -0.07690, -2.49176], [2.14294, 3.20290, 0.62025], [3.88377, 4.81350, -0.14251], [5.80640, 3.96999, -1.55202], [5.49331, 1.74504, -2.70856], [-4.78461, -2.09880, 0.58684], [-3.75456, -1.07417, 0.24003], [-3.07893, -1.11418, -0.98338], [-2.13566, -0.14351, -1.29762], [-1.83176, 0.84814, -0.36637], [-2.47016, 0.88984, 0.86513], [-3.44252, -0.06476, 1.16233], [-0.69616, 2.16176, -0.82580], [-1.89160, 2.98595, -1.93523], [0.32410, 1.53908, -1.75721], [-5.06413, -2.68342, -0.30787], [-5.68116, -1.62922, 1.01497], [-4.41323, -2.80711, 1.36100], [-3.29971, -1.89384, -1.71101], [-1.61841, -0.14859, -2.25535], [-2.20716, 1.66063, 1.59139], [-3.98377, -0.00977, 2.10641], [-2.20830, 2.28642, -2.71557], [-1.40160, 3.85908, -2.37545], [-2.73774, 3.32024, -1.31770], [-0.00116, -1.88535, -2.32239], [-0.27399, -2.98926, -1.64820], [-1.30563, -3.61782, -1.93292], [0.52256, -3.32686, -0.72629], [-0.80241, -2.53814, 1.97224], [0.62922, -1.39189, 1.25889], [0.77907, -0.17421, 2.79804], [2.22328, -2.46595, 1.60447], [-0.45554, -2.94038, 2.93478], [-0.99420, -3.33733, 1.24866], [-1.68858, -1.92122, 2.14294], [0.96168, -0.78495, 3.69538], [-0.16579, 0.36975, 2.91944], [1.59803, 0.52502, 2.59467], [2.19299, -2.84141, 2.63038], [3.08638, -1.80378, 1.46376], [2.24421, -3.28354, 0.87401]]
}